[1]
This record from the Open Molecules 2025 dataset describes C15H32N2O5P2Y as an isolated structure. The level of theory is ωB97M-V/def2-TZVPD.

The energy above the lowest of the compared OMol25 structures with the same formula, charge and spin is 191.2 kcal per mole. As for the orbital gap (spin up / spin down): 5.0 / 4.9 eV. The calculation puts the energy at -48896.915 eV. The max |F| comes out at 2.88 eV/Å. The value obtained for the LUMO energy (spin up / spin down) is -0.17625 / -0.17627 hartree.

Geometry as ORCA input:
```
! RIJCOSX wB97M-V def2-TZVPD def2/J DEFGRID3
* xyz 1 1
O -0.528 4.323 0.633
H 0.280 3.933 0.238
Y -0.218 -0.071 -0.538
N -1.027 -0.680 -2.609
N 1.221 -1.687 -1.808
O -2.339 -0.141 -2.948
O 2.555 -2.096 -1.418
C -0.468 -1.506 -3.479
C 0.858 -2.064 -3.026
C -1.078 -1.909 -4.791
C 1.634 -2.996 -3.920
H -1.849 -1.176 -5.051
H -1.523 -2.908 -4.676
H -0.282 -1.935 -5.547
H 2.369 -3.528 -3.306
H 2.136 -2.400 -4.694
H 0.930 -3.697 -4.389
H -2.465 0.702 -2.446
H 2.724 -1.675 -0.543
O -0.978 -2.522 -0.139
H -1.621 -1.812 -0.358
H -0.079 -2.464 -0.572
C 1.310 1.374 -1.477
H 1.266 2.490 -1.488
H 1.055 0.803 -2.397
H 2.089 0.848 -0.870
O -2.849 3.173 -1.974
H -2.501 3.834 -1.301
H -2.062 2.693 -2.247
C -3.016 0.734 0.265
P -1.296 1.195 1.442
C -2.513 1.992 2.502
C 0.245 1.399 2.302
C 0.454 2.647 2.930
C 1.554 2.844 3.747
C 2.496 1.832 3.971
C 2.354 0.603 3.328
C 1.274 0.391 2.467
P 1.119 -1.181 1.648
C 2.587 -2.145 2.045
C -0.335 -1.852 2.503
H -3.362 1.722 -0.076
H -3.704 0.295 1.007
H -2.809 0.054 -0.579
H -3.218 1.229 2.866
H -1.980 2.477 3.326
H -3.076 2.742 1.926
H -0.251 3.451 2.729
H 1.666 3.810 4.229
H 3.338 1.992 4.644
H 3.097 -0.182 3.491
H 2.634 -2.243 3.140
H 2.505 -3.137 1.571
H 3.505 -1.649 1.688
H -0.068 -1.869 3.572
H -1.219 -1.199 2.358
H -0.544 -2.858 2.100
*
```

=====

[2]
This record from the Open Molecules 2025 dataset describes a 3-piece molecular cluster, C15H32N2O6PS overall. The level of theory is ωB97M-V/def2-TZVPD.

As for the orbital gap: 8.4 eV. The calculation puts the energy at -51456.117 eV. The max |F| comes out at 0.93 eV/Å. The value obtained for the LUMO energy is -0.15554 hartree.

Geometry as ORCA input:
```
! RIJCOSX wB97M-V def2-TZVPD def2/J DEFGRID3
* xyz 1 1
N -0.027 -2.757 1.874
P 0.737 -1.787 0.965
N 0.095 -0.158 0.701
C -0.910 0.347 1.308
C -1.313 1.671 0.790
C -2.848 1.876 0.673
C -3.746 1.008 1.556
C -4.136 -0.391 1.028
S -3.065 -0.874 -0.347
C -0.563 1.682 -0.561
C 0.655 0.803 -0.289
H -0.890 -2.453 2.296
H 0.857 -2.162 -0.375
H 2.035 -1.449 1.363
H -1.400 -0.184 2.112
H -0.906 2.484 1.395
H -3.049 2.905 0.963
H -3.119 1.796 -0.376
H -4.664 1.565 1.720
H -3.304 0.892 2.545
H -4.013 -1.122 1.823
H -5.182 -0.415 0.743
H -3.519 -2.106 -0.559
H -1.192 1.238 -1.329
H -0.256 2.667 -0.897
H 1.147 0.330 -1.130
H 1.418 1.376 0.242
C 5.903 -1.018 4.071
C 6.182 -2.449 4.474
O 5.046 -3.067 5.103
C 4.079 -3.465 4.287
O 4.069 -3.359 3.084
O 3.092 -3.966 5.024
C 1.997 -4.481 4.260
H 5.569 -0.439 4.932
H 6.811 -0.562 3.678
H 5.135 -0.973 3.301
H 6.961 -2.488 5.232
H 6.497 -3.054 3.625
H 2.331 -5.268 3.587
H 1.531 -3.686 3.684
H 1.290 -4.884 4.978
C -2.570 1.121 -3.690
C -3.233 1.563 -4.976
O -2.729 2.824 -5.435
C -1.519 2.782 -5.997
O -0.833 1.800 -6.118
O -1.191 4.014 -6.362
C 0.104 4.136 -6.962
H -2.677 1.899 -2.929
H -3.032 0.206 -3.320
H -1.508 0.935 -3.849
H -4.296 1.733 -4.823
H -3.114 0.815 -5.758
H 0.201 3.461 -7.809
H 0.882 3.922 -6.232
H 0.178 5.166 -7.294
*
```

=====

[3]
This record from the Open Molecules 2025 dataset describes a 3-piece molecular cluster, C15H32NO6P overall. The level of theory is ωB97M-V/def2-TZVPD.

The structure (SMILES) is C#COC(=O)NP(CC)CC.COCCOC.COCCOC. The energy above the lowest of the compared OMol25 structures with the same formula, charge and spin is 173.0 kcal per mole. As for the orbital gap: 9.0 eV. The calculation puts the energy at -39132.672 eV. The max |F| comes out at 0.96 eV/Å. The value obtained for the LUMO energy is 0.02445 hartree.

Geometry as ORCA input:
```
! RIJCOSX wB97M-V def2-TZVPD def2/J DEFGRID3
* xyz 0 1
C 6.405 -0.866 0.592
C 6.514 0.322 0.684
O 6.607 1.625 0.789
C 5.669 2.387 0.051
O 6.054 3.082 -0.833
N 4.364 2.309 0.504
P 3.305 1.399 -0.617
C 2.793 2.615 -1.898
C 2.365 1.835 -3.162
C 1.799 1.059 0.386
C 1.567 -0.451 0.480
H 6.479 -1.926 0.613
H 4.340 1.905 1.436
H 1.988 3.275 -1.565
H 3.646 3.266 -2.094
H 1.299 1.960 -3.338
H 2.547 0.765 -3.035
H 2.943 2.160 -4.023
H 0.959 1.500 -0.157
H 1.815 1.530 1.371
H 1.210 -0.834 -0.476
H 0.789 -0.656 1.220
H 2.460 -1.003 0.774
C -2.372 -0.792 -4.806
O -3.066 -1.366 -3.714
C -2.216 -1.772 -2.653
C -2.228 -0.780 -1.511
O -1.654 0.464 -1.891
C -2.618 1.465 -2.168
H -3.114 -0.346 -5.466
H -1.676 -0.016 -4.479
H -1.822 -1.558 -5.363
H -1.193 -1.916 -3.013
H -2.586 -2.735 -2.288
H -1.625 -1.179 -0.689
H -3.248 -0.638 -1.142
H -3.085 1.819 -1.243
H -3.393 1.101 -2.847
H -2.099 2.299 -2.639
C -1.499 0.381 3.675
O -1.348 -0.789 2.891
C -1.224 -1.973 3.664
C -2.517 -2.757 3.701
O -3.539 -2.056 4.391
C -4.471 -1.424 3.532
H -1.782 1.190 3.003
H -2.277 0.261 4.433
H -0.556 0.645 4.165
H -0.898 -1.736 4.681
H -0.451 -2.592 3.196
H -2.346 -3.696 4.235
H -2.838 -3.000 2.683
H -5.124 -2.164 3.058
H -3.972 -0.835 2.759
H -5.080 -0.761 4.144
*
```

=====

[4]
This record from the Open Molecules 2025 dataset describes C15H33BBr2CaF2KLiN5NaO13 as an isolated structure. The level of theory is ωB97M-V/def2-TZVPD.

As for the orbital gap: 1.7 eV. The calculation puts the energy at -235726.129 eV. The max |F| comes out at 3.30 eV/Å. The value obtained for the LUMO energy is -0.16699 hartree.

Geometry as ORCA input:
```
! RIJCOSX wB97M-V def2-TZVPD def2/J DEFGRID3
* xyz 0 1
C -0.545 4.033 0.954
C 0.220 2.822 1.463
O -0.392 2.444 2.702
C 0.023 1.706 0.323
O 0.695 0.470 0.777
C 0.552 -0.627 -0.145
C 1.094 -1.921 0.568
B 0.419 -2.083 2.023
O -0.855 -1.622 2.314
O 1.113 -2.651 3.100
O -0.754 -0.778 -0.442
C -1.144 -0.872 -1.828
C -2.564 -0.375 -1.877
N -2.446 1.062 -1.708
C -3.517 -1.136 -0.936
C -4.524 -0.222 -0.290
O -5.562 0.113 -0.859
N -4.288 0.259 1.066
C -3.277 -0.488 1.761
C -4.061 1.724 1.132
H -1.534 3.953 1.363
H -0.629 3.987 -0.119
H -0.098 4.951 1.282
H 1.303 3.089 1.618
H -0.502 1.503 2.783
H -1.034 1.583 0.217
H 0.438 2.067 -0.649
H 1.158 -0.442 -1.027
H 2.166 -1.836 0.683
H 0.943 -2.789 -0.063
H -1.563 -2.226 2.088
H 0.394 -3.014 3.628
H -0.577 -0.150 -2.390
H -1.003 -1.858 -2.262
H -2.929 -0.567 -2.871
H -2.497 1.389 -0.766
H -3.067 1.606 -2.278
H -4.047 -1.850 -1.593
H -3.020 -1.753 -0.206
H -2.273 -0.290 1.404
H -3.478 -1.537 1.659
H -3.287 -0.323 2.832
H -4.651 2.203 0.381
H -4.399 2.172 2.081
H -3.023 1.984 0.983
Na 2.176 1.912 0.061
F -2.949 3.467 -0.245
Li -0.049 -4.216 -0.674
N 3.344 4.764 -2.389
O 3.174 4.546 -3.587
O 3.446 5.918 -1.944
O 3.423 3.787 -1.581
C 6.875 5.383 -1.591
O 6.301 4.318 -1.690
N 6.337 6.435 -0.904
N 8.103 5.621 -2.169
H 6.781 7.327 -0.814
H 5.422 6.296 -0.513
H 8.517 4.871 -2.686
H 8.587 6.495 -2.104
F -3.441 -3.393 -2.576
K 1.371 -0.180 3.149
C 4.031 -3.592 5.046
O 4.205 -4.510 4.230
O 3.236 -3.673 6.039
O 4.570 -2.440 4.938
Br 0.256 -8.992 -1.811
C -1.622 -8.574 -2.106
C -1.806 -7.575 -3.214
Br -1.348 -5.764 -2.665
H -2.016 -8.222 -1.160
H -2.093 -9.517 -2.367
H -2.852 -7.511 -3.503
H -1.198 -7.790 -4.084
Ca -3.759 1.100 4.035
*
```

=====

[5]
This record from the Open Molecules 2025 dataset describes C15H33BI2N2O9P as an isolated structure. The level of theory is ωB97M-V/def2-TZVPD.

As for the orbital gap: 7.0 eV. The calculation puts the energy at -63659.539 eV. The max |F| comes out at 1.17 eV/Å. The value obtained for the LUMO energy is -0.16848 hartree.

Geometry as ORCA input:
```
! RIJCOSX wB97M-V def2-TZVPD def2/J DEFGRID3
* xyz 1 1
C -3.805 -0.800 0.567
O -2.447 -0.543 0.194
B -2.145 -0.015 -1.008
O -2.894 1.016 -1.557
C -0.823 -0.565 -1.762
C -1.353 -1.438 -2.930
C -0.963 -2.920 -2.925
C -1.641 -3.747 -1.842
O 0.451 -3.076 -2.942
O -0.106 -1.366 -0.793
C 0.859 -0.622 -0.123
C 2.031 -0.211 -1.005
I 3.317 -1.849 -1.405
P 3.038 1.037 -0.100
O 4.044 1.638 -0.970
O 3.538 0.261 1.173
O 1.940 2.076 0.438
N 1.499 0.461 -2.281
I 2.011 -0.386 -4.155
C -0.018 0.700 -2.186
N -0.506 1.250 -3.409
C -0.690 2.509 -3.539
C 0.092 3.563 -2.791
C -1.683 2.968 -4.565
H -3.846 -1.809 0.968
H -4.135 -0.081 1.315
H -4.477 -0.735 -0.290
H -3.465 0.788 -2.291
H -1.084 -1.001 -3.888
H -2.449 -1.438 -2.905
H -1.326 -3.316 -3.881
H -1.543 -4.810 -2.062
H -2.705 -3.510 -1.811
H -1.217 -3.544 -0.857
H 0.713 -3.598 -2.182
H 0.393 0.245 0.364
H 1.302 -1.234 0.663
H 2.942 0.287 1.943
H 2.188 2.980 0.204
H 1.959 1.373 -2.348
H -0.110 1.448 -1.393
H 0.152 3.370 -1.718
H 1.110 3.569 -3.195
H -0.311 4.559 -2.949
H -2.573 2.347 -4.517
H -1.249 2.864 -5.564
H -1.928 4.020 -4.440
C 0.291 -0.988 3.444
O 1.613 -0.511 3.682
C 1.636 0.831 4.169
C 1.847 0.886 5.666
O 0.746 0.335 6.359
C 0.974 -0.974 6.854
H 0.347 -2.060 3.264
H -0.372 -0.802 4.290
H -0.118 -0.492 2.557
H 0.708 1.348 3.905
H 2.469 1.354 3.682
H 1.940 1.935 5.966
H 2.776 0.374 5.934
H 1.673 -0.956 7.696
H 1.366 -1.637 6.079
H 0.017 -1.356 7.203
*
```

=====

[6]
This record from the Open Molecules 2025 dataset describes C15H33BIO4P2Sn as an isolated structure. The level of theory is ωB97M-V/def2-TZVPD.

The energy above the lowest of the compared OMol25 structures with the same formula, charge and spin is 0.0 kcal per mole. As for the orbital gap (spin up / spin down): 3.1 / 2.9 eV. The calculation puts the energy at -57437.363 eV. The max |F| comes out at 3.32 eV/Å. The value obtained for the LUMO energy (spin up / spin down) is -0.49963 / -0.49349 hartree.

Geometry as ORCA input:
```
! RIJCOSX wB97M-V def2-TZVPD def2/J DEFGRID3
* xyz 3 1
C 1.626 -0.504 -1.302
C 2.392 0.398 -0.338
H 1.253 0.117 -2.126
H 0.769 -0.979 -0.816
H 2.277 -1.289 -1.707
O 2.501 1.647 -0.539
I 2.205 -0.221 1.679
Sn -2.415 -1.434 0.091
P 4.408 -0.165 -0.374
C 5.333 1.060 0.543
C 4.681 -1.815 0.300
H 5.741 -2.068 0.150
H 5.871 -0.292 -2.254
H 4.050 -2.570 -0.191
H 4.219 -0.803 -2.711
H 4.970 1.119 1.574
H 4.469 -1.840 1.377
C 4.800 -0.075 -2.130
H 6.389 0.763 0.541
H 4.585 0.940 -2.497
H 5.203 2.035 0.058
P -4.587 -0.127 -0.086
C -4.512 1.686 0.024
C -5.776 -0.485 -1.422
H -5.155 -1.736 1.631
H -6.528 -0.651 1.248
H -5.175 -0.070 2.281
C -5.443 -0.697 1.420
H -5.540 -1.453 -1.886
H -6.799 -0.525 -1.019
H -5.514 2.103 -0.180
H -3.795 2.073 -0.718
H -5.729 0.293 -2.198
H -4.191 1.996 1.034
C -1.355 0.511 0.741
O -1.120 1.174 -0.248
C -0.024 3.563 4.165
C -0.362 2.117 3.868
C 0.712 1.259 4.530
O -0.353 1.914 2.441
B -1.266 0.898 2.241
O -2.093 0.582 3.288
C -1.829 1.638 4.250
C -1.989 1.058 5.635
C -2.864 2.747 4.044
H 1.024 3.761 3.909
H -0.146 3.726 5.244
H -0.660 4.270 3.618
H 1.694 1.521 4.122
H 0.733 1.463 5.608
H 0.544 0.187 4.368
H -1.827 1.845 6.381
H -3.010 0.678 5.750
H -1.281 0.240 5.815
H -2.696 3.308 3.113
H -3.868 2.309 4.019
H -2.827 3.455 4.880
*
```

=====

[7]
This record from the Open Molecules 2025 dataset describes a 5-piece molecular cluster, C15H33N11O5 overall. The level of theory is ωB97M-V/def2-TZVPD.

The structure (SMILES) is CC(=O)N(C)CCCC[C@@H](C#N)CC#N.NC(N)=O.NC(N)=O.NC(N)=O.NC(N)=O. As for the orbital gap: 9.4 eV. The calculation puts the energy at -42719.406 eV. The max |F| comes out at 6.83 eV/Å. The value obtained for the LUMO energy is 0.01550 hartree.

Geometry as ORCA input:
```
! RIJCOSX wB97M-V def2-TZVPD def2/J DEFGRID3
* xyz 0 1
C 2.222 3.663 -2.956
C 2.438 2.104 -2.549
O 2.522 1.840 -1.312
N 2.567 1.153 -3.668
C 3.939 1.141 -4.271
C 2.054 -0.210 -3.341
C 0.578 -0.519 -3.976
C -0.508 -0.027 -2.861
C -1.922 0.131 -3.645
C -2.735 1.466 -3.255
C -2.567 1.831 -1.680
N -2.311 2.338 -0.604
C -2.462 2.732 -4.214
C -0.987 2.720 -4.888
N -0.014 2.668 -5.608
H 1.453 3.805 -3.794
H 3.243 3.990 -3.410
H 2.053 4.336 -2.045
H 4.557 0.205 -4.046
H 4.506 2.050 -3.817
H 3.825 1.381 -5.389
H 2.054 -0.481 -2.230
H 2.759 -0.979 -3.857
H 0.442 -1.628 -4.251
H 0.475 0.152 -4.909
H -0.092 0.979 -2.465
H -0.580 -0.844 -2.063
H -1.775 0.051 -4.793
H -2.596 -0.766 -3.344
H -3.863 1.209 -3.371
H -3.260 2.684 -5.055
H -2.646 3.697 -3.603
C 0.602 0.890 2.039
O 1.590 0.971 2.757
N -0.554 0.308 2.449
N 0.575 1.370 0.774
H -1.375 0.231 1.876
H -0.573 -0.063 3.387
H 1.416 1.812 0.429
H -0.227 1.312 0.171
C -0.523 -3.527 -0.082
O -0.428 -3.338 -1.289
N -1.435 -4.367 0.461
N 0.280 -2.910 0.812
H -1.524 -4.532 1.450
H -2.053 -4.847 -0.174
H 0.973 -2.278 0.444
H 0.223 -3.044 1.806
C 0.176 0.548 6.768
O -0.483 -0.369 6.294
N 0.677 1.554 6.014
N 0.462 0.635 8.089
H 1.219 2.314 6.384
H 0.488 1.526 5.023
H 0.107 -0.096 8.685
H 1.000 1.378 8.498
C -1.447 -3.654 4.372
O -0.730 -3.912 3.413
N -1.914 -2.410 4.608
N -1.830 -4.589 5.274
H -2.501 -2.170 5.386
H -1.647 -1.690 3.957
H -1.499 -5.530 5.129
H -2.416 -4.395 6.065
*
```

=====

[8]
This record from the Open Molecules 2025 dataset describes a 3-piece molecular cluster, C15H33N2O9P2 overall. The level of theory is ωB97M-V/def2-TZVPD.

The energy above the lowest of the compared OMol25 structures with the same formula, charge and spin is 128.7 kcal per mole. As for the orbital gap: 7.1 eV. The calculation puts the energy at -56055.611 eV. The max |F| comes out at 9.74 eV/Å. The value obtained for the LUMO energy is -0.16836 hartree.

Geometry as ORCA input:
```
! RIJCOSX wB97M-V def2-TZVPD def2/J DEFGRID3
* xyz 1 1
C 4.255 -1.005 -0.822
C 4.953 -2.196 0.063
O 4.952 -1.927 1.537
C 3.701 -2.623 1.984
C 2.230 -1.916 1.752
N 0.897 -2.534 2.118
C 0.914 -3.910 2.747
C -0.517 -4.660 3.124
C 2.287 -4.770 3.107
C 3.736 -4.093 2.709
C 5.113 -4.927 3.064
N 5.899 -5.147 1.790
H 3.065 -1.090 -0.843
H 4.567 0.045 -0.399
H 4.608 -1.122 -1.932
H 6.028 -2.374 -0.363
H 4.306 -3.177 -0.129
H 2.246 -0.844 1.240
H 0.036 -1.963 1.904
H -1.393 -3.881 3.130
H -0.389 -5.263 4.120
H -0.728 -5.462 2.267
H 2.223 -5.837 3.599
H 4.770 -5.981 3.494
H 5.739 -4.412 3.934
H 5.902 -6.197 1.658
H 5.257 -4.800 1.017
C -1.412 -0.076 -2.007
O -1.430 -0.552 -0.683
P -2.500 0.043 0.539
O -2.415 -1.300 1.271
O -3.748 0.005 -0.550
C -4.166 -1.199 -1.164
O -3.570 0.637 1.761
C -4.668 1.448 1.396
H -0.376 0.039 -2.323
H -1.866 -0.824 -2.664
H -1.924 0.880 -2.094
H -3.545 -2.058 -0.893
H -4.129 -1.065 -2.243
H -5.207 -1.398 -0.899
H -5.496 0.818 1.064
H -4.393 2.161 0.614
H -5.001 2.002 2.278
C -3.992 6.349 -2.146
O -3.554 5.040 -1.877
P -2.135 4.338 -2.574
O -2.001 3.405 -1.367
O -1.309 5.745 -2.284
C -1.134 6.251 -0.974
O -0.716 3.636 -3.270
C 0.218 4.460 -3.937
H -5.073 6.334 -2.285
H -3.790 6.982 -1.278
H -3.520 6.752 -3.040
H -1.648 5.658 -0.212
H -1.517 7.269 -0.945
H -0.067 6.301 -0.745
H 0.882 4.928 -3.207
H -0.284 5.221 -4.540
H 0.829 3.834 -4.593
*
```